{
  "formula": "C42H112N8O13",
  "method": "ωB97M-V/def2-TZVPD",
  "species": ["H", "H", "C", "H", "H", "H", "H", "H", "N", "C", "C", "H", "C", "H", "H", "H", "N", "C", "H", "H", "C", "H", "H", "H", "C", "H", "C", "N", "O", "H", "C", "N", "H", "C", "H", "H", "H", "O", "H", "C", "H", "O", "C", "N", "C", "H", "H", "O", "H", "H", "H", "O", "H", "H", "O", "H", "H", "H", "O", "C", "O", "H", "H", "H", "C", "H", "N", "C", "N", "H", "C", "C", "C", "C", "H", "H", "C", "H", "H", "C", "H", "H", "H", "H", "H", "H", "H", "H", "H", "H", "H", "H", "H", "O", "H", "H", "C", "H", "H", "H", "H", "O", "C", "C", "H", "C", "H", "H", "H", "H", "H", "H", "H", "C", "C", "H", "H", "H", "H", "H", "H", "O", "C", "H", "H", "N", "C", "H", "H", "C", "H", "H", "C", "H", "H", "H", "H", "O", "H", "H", "C", "O", "C", "H", "H", "H", "H", "H", "H", "H", "H", "H", "H", "C", "C", "H", "C", "C", "H", "C", "H", "H", "H", "C", "H", "H", "H", "H", "H", "C", "C", "H", "H", "H", "H"],
  "xyz": [[-4.799768, 1.878350, 27.135212], [-0.478735, 3.767522, 26.145897], [-5.387391, -7.598173, 28.433141], [-1.247598, -15.008137, 16.588241], [1.612846, 7.494827, 17.097865], [-5.010436, 1.865281, 24.915803], [-6.425998, -7.895820, 28.288866], [3.140852, -8.457209, 20.952696], [4.088808, -5.828787, 26.859581], [10.559998, -12.044374, 17.240821], [-3.058816, 0.426602, 27.009097], [-0.145626, -5.135287, 18.760545], [-2.555666, -13.893484, 17.931725], [-1.954876, -9.041334, 31.367681], [4.064322, 8.888984, 13.534758], [3.092962, -4.250918, 26.331343], [-1.802515, -9.090551, 29.298444], [0.119776, -7.424843, 20.565377], [4.062529, -14.871394, 26.912694], [3.131633, -21.111650, 16.675094], [3.425649, 8.190129, 15.573000], [-2.599996, 0.694158, 27.960934], [1.529393, -12.857830, 16.431896], [5.126744, -4.071339, 28.609919], [-3.159538, 2.726958, 26.245280], [-1.171528, -14.472683, 19.662201], [-3.994907, 1.518941, 26.494016], [-3.780711, -14.451295, 17.318613], [4.065913, -19.589191, 17.781542], [-2.418603, -10.730154, 28.090203], [4.269207, -3.782710, 28.002118], [5.720838, 8.407174, 14.514043], [-0.707114, -1.723148, 19.830569], [4.343516, 8.154330, 14.290037], [-7.059650, -5.282840, 14.241097], [6.173362, 8.381500, 13.611449], [4.503522, -12.433301, 26.636015], [-5.836573, -3.411528, 11.353705], [5.346767, -14.913576, 28.101288], [-6.691258, -5.669175, 13.290757], [10.063036, -12.063141, 16.270886], [-1.421232, -11.397793, 32.169365], [-4.974042, -3.154902, 10.258646], [-4.678547, 0.992039, 25.299714], [0.661112, -13.503519, 16.300427], [0.434536, -13.205043, 15.276869], [-0.622533, -3.644625, 21.166086], [1.086029, -8.247090, 21.260514], [-2.600619, 2.840679, 27.174136], [5.343556, -3.006983, 25.380935], [-3.851784, 0.871272, 24.732294], [-2.109215, 2.526205, 25.347714], [3.200715, -6.179476, 27.188836], [-0.351828, -10.727718, 30.671055], [-4.502243, -8.672284, 28.777714], [5.801560, -20.640521, 19.635610], [-0.881329, -7.567009, 20.972411], [2.050218, -9.458726, 19.963720], [11.962785, -12.189497, 17.094846], [5.720323, -4.554480, 23.271427], [-0.242089, -2.753056, 17.944620], [3.224234, 9.242293, 15.774202], [4.288458, 7.257359, 13.673184], [6.682134, -4.969624, 23.572526], [-2.290754, -9.648976, 28.037298], [-1.912387, -2.824618, 19.183607], [5.820147, -18.534465, 19.815909], [5.276126, -13.131687, 26.957683], [-4.195867, -5.490326, 13.831224], [6.088993, 7.967899, 16.483147], [0.489483, -5.956355, 20.611482], [-5.184856, -3.732982, 12.556484], [1.200402, 7.887073, 16.168275], [-2.188438, -9.754173, 30.576845], [-4.110094, -13.820555, 16.601828], [2.207580, -7.726876, 19.602078], [6.494054, 6.216361, 15.395449], [-3.237417, -10.047919, 30.615132], [-3.695758, -0.434950, 27.209441], [3.770988, -19.814910, 19.153383], [1.035308, -14.494515, 16.043479], [-0.289761, -0.629984, 17.635276], [10.220215, -12.904138, 17.818272], [-2.656060, -12.822832, 18.109846], [-7.378681, -5.435600, 12.477753], [-0.531405, -12.868868, 33.466803], [-1.739882, -13.409010, 15.899540], [-4.427772, -2.215739, 10.346205], [6.274986, -4.324851, 25.817411], [-5.743852, -3.150699, 13.288984], [5.461941, 3.612314, 15.436359], [4.224063, -20.631837, 21.775574], [0.457244, -12.204690, 32.245143], [-0.366947, -13.392862, 17.218599], [3.945969, -14.010100, 28.487807], [0.779534, 8.885620, 16.286037], [4.740521, 4.426851, 15.500986], [1.530791, -5.924265, 20.290944], [6.936624, -13.213522, 26.289833], [5.860624, -3.521424, 22.953275], [4.308684, -2.693583, 27.983519], [5.340935, 5.683823, 15.937953], [-5.291341, -5.230639, 12.878070], [-1.145876, 3.540883, 25.314245], [4.401093, 4.525847, 14.469929], [-0.228152, -3.711248, 20.152116], [-4.245688, -3.960298, 10.164126], [-3.757169, 3.613273, 26.032224], [4.115319, -18.983164, 21.584407], [-5.541476, -3.020208, 9.337795], [0.448850, -5.529763, 21.613716], [-3.506757, -8.212896, 27.092525], [-0.919258, -13.208559, 31.730078], [-1.388469, -11.012783, 30.850566], [-2.148827, -14.611300, 19.199866], [2.038255, -19.946363, 17.233773], [3.065508, -19.574121, 15.940541], [-4.266155, -9.787174, 27.055380], [5.333746, -5.114678, 22.420072], [5.503275, -17.955568, 20.580473], [-5.303065, -6.868399, 29.238387], [2.191228, 7.671608, 15.145565], [-0.534089, -1.587823, 17.175981], [-1.732428, -11.853354, 30.247885], [11.215368, -10.841779, 18.886675], [-0.418781, -5.120637, 19.732799], [-3.700883, -9.104070, 27.689362], [-4.521516, -14.381607, 18.001581], [5.957306, -12.669346, 27.672058], [5.135017, -19.832562, 19.937302], [-4.436545, -6.400205, 14.197703], [-2.385131, -0.039776, 26.290243], [3.077031, -20.051056, 16.920592], [3.417319, -4.096280, 28.605489], [3.344731, -20.806546, 19.305205], [-6.757280, -6.756808, 13.319014], [-5.170953, -7.020765, 27.534339], [4.798698, -4.660458, 24.334200], [-4.950767, -5.826403, 12.031209], [-2.859587, -14.403871, 19.999803], [6.477695, 7.678073, 15.506928], [6.099930, -13.623622, 26.058823], [-0.579550, -12.468135, 32.454282], [5.563473, -19.611722, 22.197886], [12.365492, -12.489763, 17.912936], [-1.595042, -9.458985, 27.219989], [-0.636689, 3.372189, 24.365369], [7.507948, 8.033652, 15.491047], [-1.809159, 4.395519, 25.180954], [3.741137, 7.781819, 16.533133], [9.517920, -10.523462, 18.484536], [-0.007774, -1.745141, 16.234522], [5.511916, -18.108706, 18.953457], [4.823829, -19.794686, 21.418429], [2.202278, -8.470895, 20.398639], [7.381307, 5.896458, 15.941844], [5.252337, -4.083187, 25.527777], [-1.493435, -13.968012, 16.802248], [4.001777, -6.179457, 25.916415], [4.130644, -4.407130, 26.626157], [-2.248616, -8.190685, 29.404895], [0.052652, -7.641664, 19.499279], [-4.233501, -4.901081, 14.650658], [10.506680, -10.715959, 18.068128], [-2.202459, -15.694704, 19.092803], [-1.609263, -1.493686, 17.023544], [3.871227, 4.144633, 16.094934], [-4.235242, -3.199301, 12.595306], [10.835777, -9.827236, 17.529639], [4.593119, -14.268500, 27.649640], [-0.840789, -2.637344, 19.252230], [0.385558, 7.178558, 16.019502], [6.654844, 5.901514, 14.364375], [3.117101, -19.007673, 19.483411], [0.824489, -3.429724, 20.179923]],
  "forces_ev_per_angstrom": [[0.273, -0.491, 0.814], [-0.058, -0.819, 0.392], [0.088, 0.277, 0.552], [-0.623, -0.487, -0.430], [0.201, 0.552, 0.459], [-0.940, 0.056, -0.664], [-0.020, -0.431, 0.354], [-0.115, 0.106, 0.079], [0.876, -2.060, -1.121], [1.144, 1.222, 1.726], [-1.651, -1.134, 0.989], [0.228, -0.490, -0.171], [0.797, 0.373, -1.780], [-0.182, -0.023, 0.032], [-0.712, 0.487, 0.508], [0.296, 1.528, -1.034], [0.074, -0.241, 0.674], [-0.216, 0.232, 0.428], [-0.224, 0.005, 0.078], [0.534, -0.397, 0.310], [-0.016, 1.315, -2.018], [0.368, 0.003, -0.248], [-0.153, -0.028, 1.202], [0.333, -0.416, -0.498], [1.424, 0.653, 1.254], [0.149, 0.752, -0.645], [0.473, -0.811, -0.556], [-0.034, 0.072, 0.821], [0.000, 0.017, 0.010], [0.479, -0.162, 0.352], [0.331, 0.923, 0.358], [1.520, 1.223, 0.283], [0.361, 0.602, -0.718], [-0.441, -0.695, 0.291], [0.173, 0.258, -0.066], [0.303, 0.069, 0.120], [0.207, 0.385, -0.546], [-0.371, 0.355, -1.195], [0.157, -0.147, -0.142], [-0.038, -0.382, -0.693], [0.260, 0.304, 0.022], [-1.281, 0.909, 2.817], [0.070, -0.044, 0.145], [0.857, 0.925, 0.108], [1.230, 0.285, -1.875], [-1.194, 0.497, -0.289], [-0.091, 0.331, 0.007], [-0.561, 1.024, -0.782], [-0.596, 0.808, 0.772], [-0.433, 0.490, 0.096], [0.051, -0.740, -0.940], [0.062, -1.900, -0.569], [-0.289, 0.585, 0.836], [0.350, -0.337, -0.861], [-0.047, 0.268, -0.391], [-0.267, -0.087, -0.160], [0.175, -0.271, 0.270], [0.316, -0.094, -0.263], [0.881, -0.789, -1.560], [-0.088, -0.153, 0.068], [-0.305, 1.500, 1.391], [0.419, 0.474, 0.163], [-0.916, -0.959, 0.636], [0.201, -0.053, -0.077], [-1.456, -0.684, 1.174], [-0.277, 0.141, -0.262], [0.301, -0.140, -1.077], [-2.101, 1.123, 4.114], [-0.550, -0.760, 0.378], [0.019, -0.160, 0.218], [-0.457, 0.488, -0.868], [-1.214, 0.790, -0.036], [0.309, -1.758, -0.162], [-0.103, -0.543, -0.446], [0.234, 0.109, -0.392], [0.364, -0.059, -0.035], [0.902, -1.544, -0.388], [-0.337, 0.411, 0.029], [-0.220, -0.102, 0.424], [1.852, -0.710, 0.052], [-0.081, -0.697, 1.003], [0.722, -0.127, 0.305], [-0.576, 0.148, 0.101], [-0.081, 0.196, 0.392], [-0.165, 0.449, 0.108], [-0.987, 0.467, 0.109], [-1.135, -0.395, -0.423], [0.177, 0.184, 0.493], [-0.023, -1.023, 0.210], [-0.321, -0.302, 0.566], [0.207, -0.079, 0.561], [0.192, -0.527, -0.067], [0.296, 0.064, -0.351], [3.638, 1.792, 1.698], [-0.292, 0.340, -0.281], [0.461, 0.244, -0.257], [1.205, 1.028, -1.017], [0.246, 0.498, -0.049], [0.260, -0.459, -0.917], [0.028, 0.245, 0.070], [-0.282, 0.144, -0.113], [-2.307, -1.401, 0.965], [1.593, 0.967, 0.328], [-1.586, 1.028, -1.511], [-0.231, 0.289, -0.179], [-0.095, -0.215, -0.400], [0.065, -0.112, -0.271], [-0.008, 0.326, -0.296], [-0.107, 0.333, -0.190], [-0.287, -0.472, 0.161], [-0.108, -0.206, 0.060], [-0.084, 0.157, -0.331], [0.574, -0.962, 0.255], [1.148, 0.598, -0.657], [-0.501, -0.967, 0.688], [-0.055, 0.443, 0.781], [0.676, 0.482, 0.139], [0.041, -0.272, -0.054], [-0.043, -0.045, 0.137], [0.087, 0.279, -0.208], [-0.341, -0.104, 0.192], [-1.336, -0.076, 0.788], [-0.271, -0.638, -0.286], [0.209, -0.090, -0.554], [-0.180, -0.026, 0.149], [0.757, 0.484, 1.131], [0.281, 1.007, -1.015], [-0.216, -0.329, 0.323], [-0.851, 0.859, 0.774], [-0.636, 2.054, 0.956], [0.506, -0.456, 0.301], [0.370, 0.956, -0.185], [-1.135, -0.616, -1.173], [-0.191, 0.163, -0.086], [-0.512, -0.037, -0.109], [0.275, -0.170, 0.307], [0.727, -0.392, -0.302], [0.159, -0.489, -0.238], [-0.465, 0.222, -0.498], [-0.191, 0.211, 0.021], [-0.449, 1.455, -0.033], [3.027, -1.111, -3.818], [0.467, -0.443, -1.326], [0.756, -0.237, -0.716], [-0.260, -0.005, 0.041], [-0.111, 0.199, -0.001], [0.477, 0.187, 0.326], [0.049, 0.136, -0.170], [0.705, 1.054, -0.110], [0.524, -0.653, -0.383], [-0.079, 0.111, 0.077], [-0.174, 0.366, -0.009], [0.307, 0.317, -0.227], [-1.906, -1.067, 1.255], [-0.550, -0.463, 0.151], [0.193, -0.542, 0.262], [-1.925, 0.843, 1.162], [-1.681, -1.224, 0.137], [0.620, -0.691, -0.485], [0.422, 0.004, 0.710], [0.219, 0.329, -0.255], [0.075, -0.642, -0.136], [-0.186, 0.442, 0.101], [-1.130, -0.690, -0.187], [-0.154, -0.160, -0.450], [-0.255, -0.306, -0.362], [0.376, 0.425, 0.355], [0.740, -0.969, -0.125], [-0.060, -0.277, -0.368], [-0.186, -0.993, 0.738], [-0.229, -2.062, 0.294], [-0.173, 0.208, -0.607], [-0.106, -0.039, -0.398], [-0.086, -0.100, 0.424], [0.457, -0.203, 0.232]],
  "gap_ha": 0.3232,
  "energy_ha": -3083.0505,
  "homo_ha": -0.305
}